12 unconnected molecules or ions with the total composition C20H48N8O28. Source: OMol25; level of theory: the ωB97M-V functional and the def2-TZVPD basis.

```
104
Properties=species:S:1:pos:R:3:lowdin_charge:R:1
C -6.071 -2.693 0.861 0.045
O 1.296 -1.270 5.005 0.030
H -2.129 -3.839 0.204 0.089
O -3.250 2.660 2.729 0.046
H 2.825 -7.256 0.424 0.092
H -6.144 2.172 3.722 0.102
H -5.388 1.351 2.417 0.084
N -1.672 -1.803 3.949 -0.416
O -1.863 -0.599 4.117 0.032
C -1.399 0.941 0.833 0.046
C 2.873 5.955 -2.850 -0.565
H 2.546 -0.993 -0.363 0.059
O -3.108 2.567 -1.464 0.038
O 3.944 6.086 -2.242 0.085
C -5.646 2.349 2.770 0.054
C 3.094 -0.556 -1.196 -0.050
C -0.581 -4.427 -2.057 -0.534
O 2.872 4.605 2.593 0.051
H -6.819 -2.646 1.652 0.097
H -1.289 -2.355 0.430 0.054
C 0.042 -5.040 -4.208 -0.042
H 1.391 -1.730 1.890 0.069
H 2.927 -2.214 2.456 0.099
H 0.925 -4.672 -4.730 0.098
H -0.818 -5.031 -4.878 0.102
H 2.254 8.994 -3.589 0.086
O 2.933 -5.243 2.059 0.141
H -1.648 1.959 0.544 0.083
O 0.676 1.651 0.148 0.052
O -3.059 4.744 -1.199 0.073
N -3.586 3.700 -1.596 -0.407
H 3.197 8.297 -4.830 0.088
H 1.535 3.083 -1.884 0.077
H -5.413 4.739 -1.747 0.098
O 5.359 0.167 -2.697 0.124
N 1.947 5.120 1.978 -0.445
O 1.631 0.333 6.428 0.102
O -0.345 0.090 -3.221 0.068
H 7.360 -0.824 -3.616 0.087
N -4.728 -2.301 1.334 -0.437
H 2.942 3.076 -3.061 0.103
O -3.962 -1.917 0.476 0.059
C 3.005 -6.547 -0.387 -0.091
H 3.045 3.890 -1.545 0.089
H 1.644 -3.215 2.896 0.089
C 7.348 -1.708 -2.978 -0.053
C -4.974 3.813 -2.113 0.036
C 1.319 0.823 4.149 0.040
H -1.987 -0.646 -1.532 0.061
O -0.547 -5.570 -1.618 0.107
H 2.109 0.575 3.442 0.105
O 2.538 -5.255 -0.207 0.006
H -3.391 -2.610 4.942 0.093
H 0.722 3.511 2.147 0.073
H 0.314 -6.017 -3.811 0.095
O 2.123 5.921 1.085 0.071
C 2.985 8.204 -3.763 -0.040
O -0.917 -3.282 -1.365 -0.037
H 2.611 -7.098 -1.240 0.092
H -0.349 -3.835 0.574 0.091
H 1.451 1.880 4.379 0.094
H 7.671 -2.542 -3.599 0.090
C -2.347 -0.854 -2.536 0.031
C 1.996 -2.619 2.053 -0.058
H -5.002 3.770 -3.201 0.104
O -4.457 4.234 3.420 0.062
H 0.206 4.893 3.049 0.105
N -4.367 3.128 2.917 -0.417
O -1.042 -2.231 2.994 0.057
H -3.216 -0.236 -2.760 0.101
O 2.092 4.898 -2.987 0.001
H -6.312 -1.942 0.111 0.100
H -6.287 2.862 2.056 0.097
N 1.426 -0.080 5.321 -0.424
O 6.047 -1.986 -2.460 -0.016
C 5.214 -0.932 -2.227 -0.570
C -2.315 -2.750 4.873 0.044
H -6.153 -3.697 0.448 0.107
O -4.490 -2.281 2.507 0.084
H 2.407 -0.710 -2.029 0.101
N -0.068 0.699 0.280 -0.401
H -0.064 4.840 1.238 0.103
C 2.345 3.643 -2.346 -0.012
H -1.779 -2.492 5.787 0.108
H -2.543 -1.912 -2.697 0.098
O 0.248 -0.365 -0.220 0.051
O 2.114 -3.482 0.934 -0.006
H 4.092 -6.636 -0.452 0.095
H 3.910 8.360 -3.212 0.092
H -5.590 2.982 -1.775 0.092
C 0.584 4.589 2.074 0.033
H -1.296 0.729 1.896 0.081
H 0.326 0.727 3.715 0.072
O -1.518 -1.012 -4.649 0.063
H 8.066 -1.509 -2.182 0.093
H -2.073 0.233 0.353 0.079
C 2.606 -4.702 1.037 -0.576
H 3.244 0.496 -0.958 0.096
O 2.394 6.899 -3.687 -0.018
H -2.107 -3.781 4.593 0.105
N -1.349 -0.523 -3.553 -0.435
C -1.164 -3.361 0.031 -0.060
O -0.336 -4.032 -3.303 -0.003
O 4.189 -1.383 -1.496 0.008
```

As for the SMILES: C[N+](=O)[O-].C[N+](=O)[O-].C[N+](=O)[O-].C[N+](=O)[O-].C[N+](=O)[O-].C[N+](=O)[O-].C[N+](=O)[O-].C[N+](=O)[O-].COC(=O)OC.COC(=O)OC.COC(=O)OC.COC(=O)OC. The total energy is -3334.79450 Eh. Its energy above the lowest of the compared OMol25 structures with the same formula, charge and spin is 0.0 kJ/mol. The frontier orbital gap comes out at 9.10 eV.